117
Properties=species:S:1:pos:R:3:forces:R:3 method="wB97M-V/def2-TZVPD" homo_ev=-3.53 relative_energy_kj_mol=135.7 lumo_energy_ha=0.082 charge=-1 gap_ev=5.8
Tl -0.645 -0.617 0.171 0.031 -0.538 0.220
N -3.347 0.854 0.725 0.088 -0.018 0.094
C -4.554 0.123 0.378 0.087 -0.145 0.019
C -5.516 0.877 -0.554 -0.047 0.054 -0.042
C -5.005 1.210 -1.970 0.019 -0.073 0.072
C -5.314 0.212 -3.098 0.012 0.144 -0.009
N -4.377 -0.900 -3.254 -0.172 -0.275 0.946
C -3.113 -0.743 -3.637 -0.626 0.106 -0.997
N -2.763 0.307 -4.404 -1.056 -0.605 -0.294
N -2.223 -1.696 -3.360 -0.497 -1.155 0.551
C -4.282 -1.270 -0.229 -0.421 -0.271 -0.554
O -5.305 -1.946 -0.503 0.362 0.359 -0.046
O -3.101 -1.587 -0.526 0.271 0.150 -0.283
H -3.549 1.676 1.283 -0.064 0.020 -0.079
H -2.804 1.157 -0.078 0.001 -0.026 -0.008
H -5.095 -0.072 1.308 -0.041 0.055 0.004
H -5.744 1.829 -0.069 -0.047 0.021 0.035
H -6.445 0.305 -0.614 0.025 0.040 -0.069
H -3.925 1.403 -1.962 -0.023 0.076 0.085
H -5.485 2.147 -2.259 0.078 0.051 -0.091
H -5.365 0.749 -4.049 -0.053 -0.041 -0.003
H -6.299 -0.223 -2.937 0.031 -0.111 -0.040
H -4.541 -1.666 -2.588 0.057 0.151 -0.136
H -3.434 1.042 -4.539 -0.062 -0.073 -0.015
H -1.799 0.599 -4.359 -0.651 -0.031 -0.340
H -2.315 -2.055 -2.394 -0.147 -0.198 -0.297
H -1.263 -1.535 -3.629 -0.447 -0.375 -0.105
C 5.481 -0.143 -3.711 0.016 0.051 0.024
C 4.327 -0.863 -3.993 0.016 -0.042 -0.038
C 3.442 -1.178 -2.975 0.002 0.011 0.084
C 3.692 -0.795 -1.654 -0.006 0.035 -0.014
C 4.864 -0.092 -1.382 -0.065 -0.043 -0.011
C 5.748 0.237 -2.403 0.010 -0.005 -0.013
P 2.343 -1.189 -0.452 0.733 0.068 -0.115
C 2.911 -0.260 1.032 -0.209 -0.032 0.079
C 2.868 1.137 0.957 -0.048 -0.072 -0.035
C 3.157 1.919 2.063 0.000 0.053 0.013
C 3.469 1.318 3.277 0.027 0.000 -0.014
C 3.477 -0.065 3.377 0.019 0.018 0.001
C 3.197 -0.851 2.263 0.093 0.047 -0.029
C 2.778 -2.918 -0.023 -0.505 -0.184 -0.001
C 4.060 -3.333 0.239 -0.153 0.091 -0.105
C 4.309 -4.671 0.592 0.182 -0.124 0.063
C 3.283 -5.572 0.663 0.015 0.019 0.020
C 1.952 -5.191 0.379 -0.081 0.267 -0.127
C 0.888 -6.124 0.405 0.012 -0.049 0.037
C -0.377 -5.711 0.094 0.032 -0.120 0.061
C -0.641 -4.360 -0.222 0.015 0.263 0.012
C 0.326 -3.367 -0.261 0.018 0.009 0.015
C 1.664 -3.831 0.031 0.055 0.099 0.006
H 6.162 0.134 -4.506 -0.006 -0.040 0.012
H 4.117 -1.163 -5.013 -0.031 -0.007 0.034
H 2.529 -1.726 -3.191 0.026 0.013 -0.053
H 5.088 0.209 -0.366 -0.020 0.037 0.013
H 6.647 0.797 -2.176 -0.014 -0.012 0.009
H 2.584 1.611 0.021 -0.038 0.038 0.026
H 3.117 3.000 1.982 -0.028 -0.030 -0.030
H 3.705 1.928 4.141 -0.057 -0.009 -0.001
H 3.703 -0.536 4.328 -0.005 -0.022 -0.036
H 3.212 -1.929 2.351 -0.006 -0.031 -0.017
H 4.885 -2.632 0.170 0.001 0.010 0.015
H 5.324 -4.988 0.805 -0.025 0.013 -0.007
H 3.486 -6.603 0.935 -0.017 -0.014 -0.013
H 1.094 -7.155 0.673 0.013 0.007 -0.028
H -1.191 -6.430 0.105 -0.001 0.013 -0.002
H -1.680 -4.102 -0.422 -0.006 0.048 0.012
C -2.319 -1.470 3.546 0.016 0.005 0.029
C -2.248 -1.439 5.100 0.109 -0.060 -0.035
N -0.850 -1.383 5.543 0.022 0.003 0.062
C -0.128 -2.541 5.001 -0.038 0.088 -0.040
C -0.186 -2.534 3.447 -0.004 0.071 0.047
N -0.967 -1.380 3.000 0.027 0.056 0.046
C -0.338 -0.141 3.470 -0.051 -0.073 0.065
C -0.235 -0.160 5.018 -0.027 -0.060 -0.068
H -2.902 -0.638 3.142 0.009 -0.033 0.000
H -2.764 -2.400 3.187 -0.027 0.028 -0.026
H -2.697 -2.335 5.537 -0.052 0.039 -0.006
H -2.764 -0.566 5.508 -0.015 -0.024 0.009
H -0.583 -3.445 5.414 0.026 -0.007 -0.005
H 0.903 -2.488 5.361 -0.013 -0.036 0.005
H -0.656 -3.438 3.057 0.032 0.002 -0.054
H 0.808 -2.460 3.000 0.003 -0.040 0.008
H -0.947 0.695 3.120 0.017 0.016 -0.030
H 0.649 -0.056 3.009 -0.005 0.045 -0.038
H -0.743 0.699 5.462 0.020 -0.004 0.009
H 0.809 -0.139 5.341 -0.010 0.019 0.015
C 1.193 6.619 -1.106 -0.015 -0.049 0.007
C 0.721 5.338 -0.462 0.026 -0.006 0.155
C 0.585 5.265 0.921 0.039 0.018 -0.081
C 0.148 4.065 1.501 0.024 0.052 -0.012
C -0.003 3.967 3.000 0.012 -0.012 -0.062
C -0.131 2.981 0.703 -0.028 -0.011 -0.015
C 0.007 2.988 -0.721 -0.045 0.178 -0.029
C 0.438 4.238 -1.261 0.006 -0.067 -0.025
N -0.283 1.846 -1.363 -0.215 -0.281 -0.364
C -0.157 1.708 -2.800 0.400 0.206 -0.019
C 1.254 1.987 -3.362 -0.045 0.027 0.017
C -1.203 2.539 -3.573 0.020 0.319 0.264
C -0.444 0.229 -3.113 0.839 0.896 1.255
H 1.363 7.394 -0.358 -0.006 -0.001 -0.014
H 0.456 6.994 -1.822 0.018 0.008 0.000
H 2.128 6.462 -1.650 -0.013 0.014 -0.007
H 0.817 6.123 1.544 -0.016 -0.007 -0.018
H 0.321 4.894 3.477 -0.006 -0.021 0.044
H 0.597 3.146 3.404 -0.022 0.005 -0.007
H -1.043 3.788 3.286 0.018 -0.016 0.000
H -0.454 2.051 1.157 -0.027 -0.004 0.051
H 0.569 4.358 -2.328 -0.034 0.021 0.018
H 1.518 3.042 -3.351 0.014 -0.031 -0.024
H 1.325 1.632 -4.396 0.060 0.015 -0.002
H 1.993 1.449 -2.763 -0.016 -0.032 -0.024
H -1.068 3.608 -3.403 0.025 -0.062 -0.041
H -2.207 2.271 -3.223 0.236 0.285 0.060
H -1.140 2.349 -4.653 0.035 0.205 -0.061
H 0.332 -0.404 -2.669 0.043 0.007 0.005
H -0.460 0.049 -4.198 0.655 -0.147 0.157
H -1.406 -0.048 -2.666 1.301 0.789 0.316